This record from OMol25 describes a molecular structure, C35H25I2N4S4Y. The level of theory is wB97M-V/def2-TZVPD.

Structure (ORCA input):
```
! wB97M-V def2-TZVPD RIJCOSX def2/J DEFGRID3
* xyz 0 1
Y 0.7323 -0.8598 -0.1042
S 0.3003 -0.8206 2.7596
C 1.5408 0.3792 3.1365
C 2.4503 0.1841 4.1685
C 3.4331 1.1277 4.4282
C 3.5087 2.2876 3.6725
C 2.5944 2.5119 2.6542
C 1.6270 1.5600 2.3857
S 0.4043 1.7369 1.1165
C 1.1214 2.7215 -0.2235
C -0.0477 1.2864 -2.0757
C -0.6573 1.4633 -3.4323
C -0.1698 0.7987 -4.4962
C 0.9550 -0.0700 -4.3764
C 1.5463 -0.1684 -3.1510
C 2.7506 -1.0414 -2.9457
S 2.3423 -2.4238 -1.8087
C 3.8770 -2.6180 -0.9364
C 4.6649 -3.7163 -1.2684
C 5.8772 -3.9217 -0.6387
C 6.2947 -3.0161 0.3305
C 5.5130 -1.9245 0.6618
C 4.2792 -1.6904 0.0388
S 3.3536 -0.2799 0.5059
N 1.1479 0.4853 -2.0387
H 2.3947 -0.7275 4.7491
H 4.1462 0.9515 5.2228
H 4.2789 3.0206 3.8723
H 2.6504 3.4155 2.0610
H 2.0628 2.2687 -0.5390
H 1.2822 3.7524 0.0943
H -1.4888 2.1493 -3.5343
H -0.6225 0.9457 -5.4700
H 1.3408 -0.6103 -5.2277
H 3.5425 -0.4693 -2.4621
H 3.1043 -1.4682 -3.8808
H 4.3055 -4.4108 -2.0168
H 6.4852 -4.7794 -0.8924
H 7.2389 -3.1663 0.8392
H 5.8389 -1.2278 1.4229
N -9.1386 2.7092 1.5378
C -8.1097 2.2708 1.2763
C -6.8259 1.7193 0.9460
C -5.9532 1.3305 1.9591
C -4.7188 0.7958 1.6331
C -4.3452 0.6469 0.2991
C -5.2180 1.0526 -0.7083
C -6.4568 1.5778 -0.3909
C -3.0113 0.0862 -0.0373
C -2.7682 -1.2114 0.2749
C -3.8027 -2.1462 0.7126
C -3.2402 -3.3667 0.7540
C -1.8473 -3.1684 0.4160
N -1.5538 -1.9300 0.1434
C -2.0601 0.9819 -0.7423
C -2.2814 2.4351 -0.7883
C -1.2279 3.2193 -1.0290
C 0.1244 2.6761 -1.3985
N -0.9923 0.4681 -1.2109
H -6.2453 1.4494 2.9933
H -4.0285 0.4988 2.4125
H -4.9286 0.9433 -1.7465
H -7.1428 1.8800 -1.1702
H -4.8312 -1.8792 0.8861
H -3.6975 -4.3133 0.9886
H -1.0937 -3.9450 0.3843
H -3.2345 2.8530 -0.4994
H -1.3316 4.2952 -0.9341
H 0.5472 3.3304 -2.1673
I 1.4246 -3.2324 1.9115
I 1.9890 -5.6628 0.6929
*
```

Computed properties:
- LUMO level: -2.273 eV
- E_tot: -103249.9046 eV